{"formula": "C14H22ClF3NO7Se2W", "method": "the ωB97M-V functional and the def2-TZVPD basis", "relative_energy_ev": 2.515, "charge": 1, "energy_ev": -183876.132, "homo_lumo_gap_ev": 6.98, "e_homo_ev": -11.09, "lumo_ev": -4.11, "species": ["W", "C", "C", "C", "C", "C", "H", "H", "H", "H", "H", "O", "C", "C", "C", "O", "C", "Se", "C", "Se", "H", "H", "H", "H", "H", "H", "H", "H", "H", "H", "F", "C", "F", "F", "O", "Cl", "O", "O", "O", "C", "N", "C", "C", "O", "H", "H", "H", "H", "H", "H", "H"], "coordinates": [[0.3473, -0.4317, 0.8424], [0.3343, -1.3132, 3.0654], [0.8686, -0.0040, 3.1256], [-0.1578, 0.9144, 2.8186], [-1.3270, 0.1747, 2.5623], [-1.0229, -1.1973, 2.7065], [0.8708, -2.2306, 3.2458], [1.8665, 0.2494, 3.4392], [-0.0644, 1.9863, 2.8111], [-2.2784, 0.5992, 2.2859], [-1.6893, -2.0257, 2.5183], [2.9917, 4.2135, -1.5212], [2.9928, 2.9595, -2.1763], [2.1420, 1.9907, -1.3477], [2.6854, 2.0192, 0.0722], [2.1457, 0.9182, 0.8726], [2.3395, 0.5969, -1.9431], [0.9479, -0.7072, -1.5738], [0.6805, 2.4338, -1.4126], [-0.3684, 1.9744, 0.1524], [3.4872, 4.8521, -2.0426], [4.0105, 2.5612, -2.2683], [2.5617, 3.0301, -3.1813], [2.4614, 2.9560, 0.5778], [3.7655, 1.8661, 0.0492], [2.7497, 0.6939, 1.5909], [3.2956, 0.1776, -1.6347], [2.3356, 0.6610, -3.0332], [0.2061, 2.0661, -2.3215], [0.6362, 3.5251, -1.3961], [3.1765, -1.0285, 2.1938], [2.4185, -1.5400, 1.1383], [3.2664, -1.4772, 0.0995], [2.2642, -2.8360, 1.4385], [-2.1997, -3.3753, 0.5907], [-0.9959, -3.4372, -0.1748], [-0.3475, -4.6772, -0.0751], [-1.1981, -2.9941, -1.5000], [-0.0270, -2.4454, 0.5148], [-5.1164, -1.3437, -0.5189], [-3.7444, -0.9449, -0.7898], [-3.3635, -0.6646, -2.1728], [-2.8547, -0.8868, 0.1679], [-1.6634, -0.5756, -0.0658], [-5.4256, -2.0718, -1.2671], [-5.7810, -0.4807, -0.5584], [-5.1747, -1.8147, 0.4602], [-4.1953, -0.1609, -2.6609], [-3.1430, -1.5978, -2.6901], [-2.4815, -0.0320, -2.1775], [-3.2282, -1.1250, 1.1639]], "atomic_forces_ev_per_a": [[0.18, 0.16, 0.39], [0.06, -0.01, 0.05], [0.05, -0.06, 0.23], [0.04, 0.08, 0.12], [-0.03, -0.01, -0.02], [-0.03, 0.00, -0.04], [-0.02, 0.01, -0.04], [-0.05, -0.02, -0.04], [0.00, -0.03, -0.01], [0.02, 0.02, -0.03], [0.05, 0.00, 0.00], [0.00, 0.03, 0.02], [0.02, -0.01, 0.01], [0.02, -0.17, 0.03], [0.01, 0.10, 0.03], [-0.11, 0.06, 0.00], [0.05, 0.16, -0.04], [-0.11, -0.06, -0.07], [0.07, 0.18, -0.03], [-0.24, 0.16, -0.14], [0.00, 0.01, 0.00], [-0.01, 0.00, 0.00], [0.00, -0.01, 0.01], [-0.06, -0.03, -0.02], [0.00, -0.01, 0.02], [0.27, -0.04, -0.19], [-0.01, -0.03, -0.02], [-0.01, 0.00, 0.01], [-0.02, -0.06, 0.04], [0.00, -0.03, -0.05], [-0.07, 0.01, -0.05], [-0.35, -0.35, -0.08], [-0.11, -0.04, 0.13], [0.17, 0.20, -0.04], [-0.15, -0.12, 0.18], [0.19, 0.21, 0.20], [0.06, -0.04, 0.02], [-0.02, 0.05, -0.27], [0.07, -0.38, -0.09], [-0.05, -0.09, -0.01], [0.14, 0.13, 0.02], [-0.11, -0.03, 0.00], [-0.02, -0.05, -0.29], [0.12, 0.02, 0.05], [-0.01, 0.00, 0.03], [-0.01, -0.02, -0.03], [-0.04, 0.04, 0.00], [0.02, 0.02, -0.01], [0.00, 0.01, 0.00], [0.01, 0.00, -0.04], [0.04, 0.06, 0.03]], "nbo_charge": [1.03, -0.25, -0.22, -0.23, -0.22, -0.22, 0.30, 0.27, 0.29, 0.27, 0.29, -0.73, -0.05, -0.14, -0.05, -0.71, -0.57, 0.28, -0.57, 0.14, 0.49, 0.18, 0.18, 0.23, 0.21, 0.53, 0.24, 0.24, 0.23, 0.26, -0.39, 0.78, -0.34, -0.32, -0.83, 2.58, -0.73, -0.78, -0.88, -0.41, -0.35, -0.42, 0.57, -0.69, 0.23, 0.22, 0.22, 0.22, 0.23, 0.24, 0.16]}